{"formula": "C26H31N3O4PSSiW", "method": "wB97M-V/def2-TZVPD", "elements": ["W", "N", "C", "C", "C", "C", "C", "C", "P", "C", "C", "C", "C", "C", "C", "C", "C", "C", "C", "C", "C", "H", "H", "H", "H", "H", "H", "H", "H", "H", "H", "H", "H", "H", "H", "H", "H", "O", "C", "O", "C", "O", "O", "C", "Si", "C", "C", "H", "H", "H", "H", "H", "H", "H", "H", "H", "S", "C", "N", "C", "C", "N", "H", "H", "H", "H", "H", "H"], "xyz": [[0.8302, 0.2718, 0.5830], [0.8690, -1.9457, 0.2181], [1.4011, -2.1085, -1.1207], [2.4903, -2.8936, -1.4219], [2.9033, -2.9479, -2.7537], [2.2307, -2.2341, -3.7366], [1.1379, -1.4321, -3.4127], [0.7197, -1.3700, -2.0900], [-0.6366, -0.3386, -1.4641], [-2.0267, -1.3784, -1.0528], [-2.4484, -2.3115, -2.0093], [-3.5249, -3.1356, -1.7285], [-4.1757, -3.0434, -0.5021], [-3.7582, -2.1238, 0.4510], [-2.6844, -1.2907, 0.1733], [-1.0675, 0.8932, -2.6743], [-2.4025, 1.0030, -3.0778], [-2.7509, 1.9358, -4.0453], [-1.7791, 2.7518, -4.6061], [-0.4493, 2.6448, -4.2039], [-0.0892, 1.7217, -3.2394], [1.4741, -2.3267, 0.9394], [-0.0362, -2.4172, 0.2747], [3.0048, -3.4620, -0.6556], [3.7565, -3.5582, -3.0193], [2.5653, -2.2956, -4.7634], [0.6336, -0.8618, -4.1821], [-1.9424, -2.3983, -2.9639], [-3.8597, -3.8535, -2.4653], [-5.0152, -3.6927, -0.2903], [-4.2720, -2.0533, 1.4002], [-2.3877, -0.5582, 0.9145], [-3.1692, 0.3707, -2.6493], [-3.7810, 2.0165, -4.3656], [-2.0540, 3.4718, -5.3659], [0.3056, 3.2773, -4.6518], [0.9522, 1.6393, -2.9523], [4.8258, -0.4552, 0.9419], [3.7416, -0.1065, 0.6482], [2.6070, -0.3088, 1.3360], [3.4394, 0.6681, -0.6647], [4.1421, 1.0039, -1.5184], [1.9781, 0.9131, -0.6887], [-2.1686, 2.2051, 1.9297], [-0.8740, 2.1236, 0.6352], [-0.7233, 3.5511, -0.4843], [1.2137, 2.1155, 1.7262], [-1.6899, 2.5272, 2.8603], [-2.6620, 1.2568, 2.1272], [-2.9064, 2.9595, 1.6469], [-0.6009, 4.4509, 0.1293], [-1.6890, 3.6497, -0.9963], [0.0699, 3.4890, -1.2233], [0.4757, 2.9026, 1.9677], [1.9965, 2.6074, 1.1540], [1.5969, 1.7511, 2.6747], [-0.2460, -0.5575, 2.6328], [0.7226, -0.3261, 4.0795], [0.1541, -0.3747, 5.2665], [1.1558, -0.3241, 6.3549], [2.4690, -0.0873, 5.5747], [2.0226, -0.1570, 4.1638], [-0.8343, -0.5173, 5.4029], [1.1514, -1.2643, 6.9016], [0.9239, 0.4889, 7.0372], [3.2148, -0.8547, 5.7639], [2.9026, 0.8896, 5.7750], [2.6274, -0.1858, 3.3555]], "forces_ev_per_angstrom": [[0.014, -0.854, -1.639], [-0.397, -0.138, 0.343], [-0.094, 0.158, -0.219], [0.034, 0.024, -0.032], [-0.008, 0.011, 0.001], [0.006, 0.016, 0.012], [0.056, -0.067, 0.023], [-0.203, 0.028, -0.199], [0.280, 0.163, 0.243], [-0.019, -0.192, -0.152], [0.012, -0.048, 0.066], [-0.022, -0.011, -0.002], [-0.018, -0.010, 0.006], [0.027, 0.000, -0.071], [-0.122, 0.057, 0.060], [-0.139, 0.022, -0.106], [-0.024, 0.111, 0.037], [-0.004, -0.002, 0.040], [0.033, 0.016, -0.004], [-0.041, 0.003, -0.010], [0.070, -0.056, -0.075], [0.104, -0.216, -0.018], [-0.011, -0.087, 0.217], [-0.001, 0.000, -0.018], [-0.015, 0.004, -0.002], [-0.015, 0.014, 0.004], [-0.016, -0.007, 0.000], [0.013, 0.020, 0.003], [0.012, 0.008, 0.003], [0.012, 0.004, -0.005], [0.004, 0.004, -0.005], [0.059, 0.022, -0.011], [0.016, -0.041, -0.007], [0.012, -0.003, 0.002], [0.006, -0.008, 0.007], [-0.007, -0.006, -0.001], [0.007, -0.045, 0.036], [0.162, 0.025, -0.105], [-0.403, -0.120, 0.411], [0.665, 0.255, 0.321], [-0.248, 0.152, -0.154], [-0.012, 0.049, -0.105], [0.278, 0.041, 0.199], [-0.201, 0.136, 0.062], [1.025, -0.285, 0.191], [-0.243, 0.279, 0.021], [-0.729, 0.085, -0.101], [-0.081, 0.019, -0.014], [-0.053, 0.019, -0.028], [-0.035, -0.038, 0.070], [-0.014, 0.022, -0.093], [0.087, 0.054, -0.084], [0.029, -0.021, 0.027], [0.244, 0.241, 0.313], [0.013, 0.149, 0.062], [-0.073, 0.260, 0.098], [0.099, -0.089, 0.410], [-0.243, -0.041, 0.080], [0.050, 0.019, -0.043], [-0.061, 0.020, -0.071], [-0.002, -0.002, -0.035], [-0.004, -0.005, -0.045], [-0.003, -0.020, 0.058], [0.009, -0.007, 0.005], [0.002, 0.001, 0.015], [0.005, -0.004, 0.011], [0.013, 0.006, 0.004], [0.101, -0.092, -0.009]], "mulliken_charge": [1.652, -0.441, 0.186, -0.856, -0.674, -0.839, -0.896, 0.355, 1.649, 0.044, -0.358, -0.782, -0.575, -0.864, 0.792, 0.815, -0.929, -0.778, -0.675, -0.733, -0.643, 0.523, 0.290, 0.540, 0.474, 0.505, 0.544, 0.484, 0.466, 0.454, 0.474, -0.292, 0.437, 0.496, 0.468, 0.498, 0.536, -0.430, 0.393, -0.811, 0.554, -0.318, -0.332, -1.085, 0.751, -1.177, -1.437, 0.403, 0.291, 0.501, 0.496, 0.408, 0.289, 0.240, 0.609, 0.682, -0.321, 0.392, -0.126, -0.486, -0.647, 0.163, 0.209, 0.340, 0.324, 0.337, 0.358, 0.082], "e_lumo_ev": -11.36, "charge": 3}

{"formula": "C26H31N3O6", "method": "wB97M-V/def2-TZVPD", "elements": ["C", "C", "C", "H", "H", "C", "N", "C", "C", "C", "C", "C", "C", "N", "C", "C", "O", "C", "H", "H", "C", "C", "O", "O", "C", "H", "H", "C", "O", "N", "H", "C", "C", "C", "C", "C", "C", "C", "H", "H", "O", "C", "H", "H", "H", "O", "C", "H", "H", "H", "H", "H", "H", "H", "H", "H", "H", "H", "H", "H", "H", "H", "H", "H", "H", "H"], "xyz": [[0.9531, 3.1331, -2.4402], [0.2591, 2.0003, -1.6959], [0.1233, 2.3225, -0.2095], [1.1024, 2.5938, 0.1869], [-0.5409, 3.1809, -0.0874], [-0.3887, 1.1295, 0.5989], [-1.6897, 0.6665, 0.1471], [-2.8412, 1.3583, 0.4446], [-2.8595, 2.5095, 1.2398], [-4.0437, 3.1696, 1.4810], [-5.2455, 2.7120, 0.9447], [-5.2559, 1.5735, 0.1774], [-4.0663, 0.8808, -0.0759], [-4.1329, -0.2711, -0.8009], [-3.0540, -0.9276, -1.0267], [-1.7225, -0.4871, -0.5935], [-0.6995, -1.1040, -0.8794], [-3.1206, -2.2552, -1.7140], [-3.9678, -2.2727, -2.3985], [-2.1909, -2.4224, -2.2601], [-3.3063, -3.3645, -0.6596], [-2.2578, -3.2398, 0.4228], [-2.2805, -2.4162, 1.3033], [-1.3042, -4.1587, 0.2769], [-0.2524, -4.1968, 1.2333], [-0.2852, -5.1659, 1.7389], [-0.4080, -3.3997, 1.9717], [1.1363, -4.0324, 0.6032], [2.0937, -4.6203, 1.0667], [1.1802, -3.2143, -0.4546], [0.3832, -2.6326, -0.6898], [2.4275, -2.8750, -1.1051], [2.8178, -1.4429, -0.8501], [2.7522, -0.9402, 0.4428], [3.0756, 0.3768, 0.7370], [3.5215, 1.2128, -0.3036], [3.5900, 0.6965, -1.5924], [3.2307, -0.6077, -1.8732], [3.2834, -0.9725, -2.8874], [3.9243, 1.3586, -2.3752], [3.8598, 2.5349, -0.1945], [4.3288, 3.0482, 1.0328], [3.5208, 3.1810, 1.7557], [5.0970, 2.4051, 1.4684], [4.7637, 4.0182, 0.7910], [2.9557, 0.9132, 1.9961], [2.5894, 0.0641, 3.0561], [2.6087, 0.6894, 3.9479], [1.5809, -0.3400, 2.9210], [3.2979, -0.7607, 3.1779], [2.4290, -1.6049, 1.2279], [3.1859, -3.5531, -0.6986], [2.3320, -3.0500, -2.1806], [-4.2860, -3.2457, -0.1946], [-3.2273, -4.3433, -1.1305], [-6.1664, 1.1765, -0.2420], [-6.1613, 3.2476, 1.1413], [-4.0368, 4.0566, 2.0968], [-1.9516, 2.8906, 1.6771], [-0.4428, 1.3694, 1.6634], [0.2965, 0.2894, 0.4588], [0.8357, 1.0811, -1.8127], [-0.7312, 1.8319, -2.1280], [0.3854, 4.0572, -2.3484], [1.0490, 2.8927, -3.4960], [1.9469, 3.2953, -2.0302]], "forces_ev_per_angstrom": [[-0.143, -0.212, 0.029], [0.097, 0.183, 0.102], [-0.145, -0.318, -0.133], [0.061, 0.066, 0.082], [0.046, 0.081, 0.047], [0.541, 0.242, 0.109], [0.078, -0.487, -0.226], [-0.916, 0.129, -0.068], [0.140, 0.002, 0.036], [-0.017, -0.047, -0.031], [-0.083, 0.052, 0.014], [0.255, 0.025, 0.064], [0.307, 0.703, 0.505], [0.118, -0.715, -0.470], [-0.425, 0.052, -0.241], [0.180, 0.428, 0.221], [-0.082, -0.064, -0.155], [0.116, -0.066, 0.041], [0.047, 0.053, 0.026], [-0.111, -0.028, -0.043], [0.145, 0.035, -0.017], [-0.514, 0.059, 0.106], [-0.046, -0.052, 0.044], [0.277, -0.310, -0.280], [0.369, 0.022, 0.563], [0.058, 0.167, -0.142], [0.079, -0.177, -0.125], [-0.683, -0.170, -0.054], [0.224, -0.126, 0.323], [0.014, 0.256, -0.354], [-0.067, -0.123, 0.102], [0.152, -0.163, 0.028], [0.017, 0.105, -0.096], [0.054, 0.052, 0.046], [0.027, 0.062, 0.100], [0.098, -0.007, -0.158], [0.025, 0.153, 0.285], [-0.017, -0.145, 0.149], [-0.013, -0.056, -0.135], [0.049, 0.117, -0.082], [-0.352, -0.256, -0.195], [0.159, 0.308, 0.354], [0.125, 0.002, -0.079], [-0.024, 0.012, -0.010], [0.005, -0.065, 0.039], [0.067, 0.169, -0.543], [-0.070, -0.142, 0.205], [-0.024, -0.088, -0.026], [0.032, -0.015, -0.006], [-0.035, 0.013, -0.023], [-0.061, -0.034, 0.139], [-0.111, 0.070, -0.162], [0.093, 0.008, 0.078], [0.065, -0.031, 0.023], [-0.073, 0.024, 0.037], [-0.091, -0.070, -0.055], [-0.086, 0.037, 0.011], [0.025, 0.064, 0.051], [0.110, 0.019, -0.006], [-0.042, -0.076, -0.037], [-0.118, 0.156, 0.137], [-0.064, -0.074, -0.002], [-0.007, -0.087, -0.014], [-0.018, 0.144, -0.022], [0.043, 0.055, -0.138], [0.146, 0.077, 0.026]], "mulliken_charge": [-1.609, 0.234, -0.361, -0.010, 0.819, -1.109, 0.986, 1.242, -1.073, -0.857, -0.625, -0.366, 0.218, -0.646, 0.742, 0.051, -0.859, -1.025, 0.492, 0.311, -0.711, 0.743, -0.602, -0.355, -0.446, 0.365, 0.259, 0.633, -0.695, 0.040, 0.302, -1.476, 0.098, 0.291, 0.725, 0.123, -0.528, -0.750, 0.385, 0.443, -0.440, -0.790, 0.219, 0.296, 0.321, -0.442, -0.908, 0.279, 0.258, 0.386, 0.538, 0.489, 0.341, 0.419, 0.386, 0.471, 0.383, 0.408, 0.317, 0.654, -0.356, -0.117, 0.427, 0.427, 0.388, 0.250], "e_lumo_ev": -0.12, "smiles": "CCCCn1c(=O)c(CCC(=O)OCC(=O)NCc2ccc(OC)c(OC)c2)nc2ccccc21"}

{"formula": "C26H31N6O6PPd", "method": "wB97M-V/def2-TZVPD", "elements": ["Pd", "C", "C", "C", "O", "C", "O", "O", "H", "H", "H", "H", "H", "H", "H", "C", "O", "C", "C", "C", "C", "C", "C", "C", "N", "C", "C", "N", "C", "C", "C", "C", "N", "C", "C", "N", "C", "C", "C", "C", "H", "H", "H", "H", "H", "H", "H", "H", "H", "H", "H", "H", "H", "H", "N", "C", "P", "O", "O", "C", "N", "H", "H", "H", "H", "H", "H", "H", "H", "H", "H"], "xyz": [[0.3230, 2.4478, -0.0256], [0.3070, 7.1946, -0.3269], [0.2825, 5.8902, 0.4574], [0.3309, 6.1303, 1.9590], [1.3482, 5.0329, 0.0460], [-0.9825, 5.1151, 0.1014], [-2.0798, 5.5588, 0.3310], [-0.8234, 3.9660, -0.5345], [1.2156, 7.7525, -0.0909], [-0.5540, 7.8070, -0.0657], [0.2793, 6.9970, -1.3987], [1.2291, 6.6932, 2.2216], [0.3295, 5.1826, 2.5015], [-0.5400, 6.7030, 2.2731], [2.2025, 5.4463, 0.2358], [-4.9904, -10.1213, -0.4522], [-3.6382, -9.7452, -0.2164], [-3.3301, -8.4406, -0.2091], [-1.9840, -8.1344, 0.0262], [-1.5666, -6.8271, 0.0535], [-2.4775, -5.7832, -0.1531], [-3.8127, -6.0970, -0.3854], [-4.2483, -7.4108, -0.4156], [-1.9936, -4.4113, -0.1162], [-0.7441, -4.0476, 0.0957], [-0.7518, -2.6880, 0.0460], [-2.0208, -2.2006, -0.2000], [-2.8070, -3.3177, -0.3000], [-2.3129, -0.8133, -0.2981], [-3.5790, -0.2448, -0.5360], [-3.7019, 1.1172, -0.5848], [-2.5752, 1.9291, -0.4134], [-1.3802, 1.4070, -0.2006], [-1.2258, 0.0594, -0.1338], [0.1002, -0.4227, 0.1276], [1.0821, 0.5121, 0.2849], [2.3069, 0.0748, 0.5328], [2.6364, -1.2776, 0.6365], [1.6593, -2.2266, 0.4800], [0.3506, -1.8007, 0.2215], [-5.0070, -11.2056, -0.4170], [-5.3235, -9.7838, -1.4355], [-5.6473, -9.7218, 0.3228], [-1.2910, -8.9491, 0.1841], [-0.5277, -6.5905, 0.2356], [-4.5532, -5.3228, -0.5497], [-5.2910, -7.6211, -0.5982], [-3.7943, -3.3536, -0.4838], [-4.4471, -0.8761, -0.6721], [-4.6564, 1.5927, -0.7562], [-2.6302, 3.0086, -0.4523], [3.0532, 0.8425, 0.6487], [3.6602, -1.5597, 0.8374], [1.8656, -3.2863, 0.5502], [3.3378, 3.8586, -2.5614], [4.2752, 2.9668, -1.7876], [4.0178, 3.5820, -0.0660], [4.0982, 5.0562, -0.2294], [2.7858, 2.9378, 0.5013], [5.3591, 2.9517, 1.0419], [4.7100, 2.8821, 2.3989], [2.3561, 3.6441, -2.3586], [3.4834, 3.8058, -3.5705], [3.5000, 4.8243, -2.2241], [5.2804, 3.1864, -2.1444], [4.0249, 1.9236, -1.9644], [6.2166, 3.6181, 1.0871], [5.6853, 1.9490, 0.7687], [3.7065, 2.6666, 2.2358], [4.7546, 3.7855, 2.8760], [5.1341, 2.1821, 3.0084]], "forces_ev_per_angstrom": [[0.050, -0.134, 0.229], [-0.020, 0.011, 0.033], [-0.143, -0.098, -0.085], [-0.011, -0.002, 0.011], [0.074, 0.172, -0.123], [-0.071, 0.062, 0.037], [0.016, 0.063, -0.018], [0.233, -0.120, -0.054], [0.006, 0.003, -0.004], [-0.001, -0.005, -0.004], [-0.002, 0.003, -0.012], [0.007, 0.000, 0.004], [0.021, -0.004, -0.001], [0.004, 0.004, -0.010], [-0.037, 0.064, 0.039], [-0.014, -0.005, -0.001], [0.007, -0.003, -0.002], [0.015, 0.010, 0.006], [-0.022, 0.007, -0.004], [-0.023, 0.006, -0.006], [-0.010, -0.045, -0.003], [0.029, 0.010, 0.003], [0.016, -0.027, 0.002], [-0.019, 0.023, 0.007], [0.011, -0.015, 0.001], [-0.079, 0.031, -0.011], [0.047, -0.039, -0.001], [0.031, -0.004, -0.016], [-0.007, 0.032, 0.018], [0.043, 0.083, 0.024], [-0.035, -0.086, 0.013], [-0.008, 0.121, 0.048], [-0.041, 0.042, -0.179], [0.131, -0.070, 0.070], [-0.063, 0.011, 0.005], [-0.148, -0.108, -0.080], [0.008, 0.100, 0.007], [-0.004, -0.048, 0.005], [0.012, 0.013, 0.003], [-0.002, 0.070, -0.009], [0.000, 0.005, 0.000], [-0.001, -0.001, 0.003], [0.000, -0.001, -0.003], [-0.002, -0.007, 0.001], [0.004, 0.005, 0.000], [0.000, 0.010, 0.000], [-0.001, -0.004, 0.001], [-0.004, -0.001, 0.009], [-0.006, -0.007, -0.002], [-0.007, -0.006, 0.004], [0.021, -0.028, -0.016], [-0.001, -0.011, -0.018], [0.005, 0.008, 0.005], [-0.002, -0.007, 0.003], [0.035, 0.018, -0.060], [-0.011, 0.088, -0.001], [-0.104, 0.299, -0.156], [0.192, 0.023, 0.071], [-0.007, -0.560, 0.173], [0.010, 0.027, -0.057], [-0.016, 0.014, 0.020], [-0.022, 0.050, 0.028], [-0.002, 0.010, 0.009], [-0.038, -0.008, 0.008], [0.021, -0.071, 0.032], [-0.060, 0.023, -0.008], [0.002, -0.005, -0.017], [-0.020, -0.006, 0.012], [0.012, -0.006, 0.010], [-0.003, -0.002, -0.002], [0.005, 0.022, 0.011]], "mulliken_charge": [1.110, -1.712, 1.581, -1.751, -0.157, 0.203, -0.588, -0.839, 0.451, 0.413, 0.388, 0.439, 0.326, 0.441, 0.233, -0.843, -0.452, 0.907, -0.628, -0.526, 0.419, -0.717, -0.694, 0.343, -0.820, 0.557, -0.212, -0.112, 0.556, -0.580, -1.015, -0.283, -0.315, 0.133, 0.280, -0.265, -0.080, -1.116, -0.657, 0.583, 0.247, 0.348, 0.348, 0.438, 0.479, 0.213, 0.427, 0.178, 0.477, 0.468, 0.504, 0.603, 0.472, 0.631, -0.239, -0.740, 0.718, -0.877, -0.451, -0.642, -0.231, 0.200, 0.403, 0.383, 0.428, 0.422, 0.505, 0.364, 0.165, 0.369, 0.390], "e_lumo_ev": -5.83, "charge": 2}